Entry 1:
{"formula": "C17H23CdF9NOP", "method": "the ωB97M-V functional and the def2-TZVPD basis", "spin_multiplicity": 1, "homo_ev": [-6.144, -6.144], "species": ["C", "C", "C", "C", "C", "C", "C", "C", "N", "Cd", "C", "P", "H", "H", "H", "H", "H", "H", "H", "H", "C", "C", "H", "C", "C", "H", "H", "H", "H", "H", "H", "H", "H", "H", "H", "H", "H", "H", "H", "F", "C", "F", "F", "C", "O", "C", "F", "F", "F", "C", "F", "F", "F"], "positions_angstrom": [[-2.80830, 0.20773, -3.85447], [-2.60111, -1.01573, -3.17253], [-1.92930, -1.11781, -2.01983], [-1.43602, 0.08035, -1.49944], [-1.58794, 1.35915, -2.11458], [-2.27005, 1.36759, -3.25682], [-1.68405, -2.39729, -1.27249], [-0.23700, -2.91374, -1.11753], [0.82643, -1.89158, -0.89669], [-0.06613, -0.11763, -0.02828], [-0.87080, 2.51969, -1.49126], [0.83311, 2.01298, -0.96949], [-2.99942, -1.93478, -3.62931], [-2.38896, 2.33221, -3.77896], [-3.34780, 0.25210, -4.76565], [-1.37313, 2.90077, -0.59047], [-0.76662, 3.36205, -2.22784], [-2.14118, -2.36954, -0.28779], [-2.21115, -3.20762, -1.84194], [-0.19494, -3.58471, -0.25123], [1.51559, 3.25573, 0.10717], [1.78771, 2.00288, -2.48369], [0.09197, -3.45910, -2.00213], [1.37880, -1.40467, -2.17837], [1.90478, -2.45582, -0.06188], [-0.83090, 1.40138, 1.11529], [1.85996, -2.24667, -2.67169], [0.56592, -1.01144, -2.79847], [2.12159, -0.60645, -1.99151], [2.45306, -3.16914, -0.65077], [2.61275, -1.63873, 0.28159], [1.47978, -2.92526, 0.82694], [1.80326, 3.02718, -2.85631], [2.80544, 1.66927, -2.28849], [1.33628, 1.35038, -3.23660], [1.66404, 4.16581, -0.48186], [0.83622, 3.44963, 0.94692], [2.47414, 2.91195, 0.50280], [1.13766, -0.02565, 1.81293], [1.31548, -2.00541, 3.69056], [1.26782, -0.73463, 4.18068], [1.34590, -0.79771, 5.53155], [2.40335, -0.12984, 3.71367], [0.06337, 0.00484, 3.73969], [0.15461, -0.13040, 2.28836], [-1.25187, -0.72826, 4.15148], [-1.36213, -0.78061, 5.49814], [-2.37926, -0.12416, 3.66758], [-1.30869, -2.00525, 3.68591], [0.00589, 1.45987, 4.15249], [0.00284, 1.56823, 5.51574], [1.08386, 2.13574, 3.67603], [-1.08485, 2.13215, 3.68284]]}

---

Entry 2:
{"formula": "C17H23Cl2N3O3S", "method": "the ωB97M-V functional and the def2-TZVPD basis", "charge": 2, "spin_multiplicity": 1, "homo_ev": -12.944, "species": ["C", "C", "Cl", "C", "Cl", "N", "C", "C", "C", "C", "C", "C", "N", "C", "S", "O", "O", "C", "C", "C", "C", "H", "H", "H", "H", "H", "H", "H", "H", "H", "H", "H", "H", "H", "H", "H", "H", "C", "O", "N", "C", "C", "H", "H", "H", "H", "H", "H", "H"], "positions_angstrom": [[-4.52505, -3.58494, -2.95817], [-3.87393, -4.65348, -3.86490], [-5.12737, -5.75699, -4.46219], [-2.74199, -5.48476, -3.16915], [-3.34767, -6.75887, -2.13076], [-1.84422, -4.55859, -2.41103], [-1.75475, -4.53665, -1.08249], [-0.94236, -3.63880, -0.41664], [-0.20501, -2.72749, -1.15328], [0.66951, -1.70160, -0.51839], [2.03727, -1.61262, -0.77091], [2.77010, -0.62290, -0.16563], [2.19759, 0.27171, 0.65574], [2.99641, 1.34019, 1.25907], [3.11355, 2.79120, 0.17101], [3.42566, 3.89954, 1.00955], [4.05763, 2.46280, -0.85671], [0.87826, 0.19764, 0.92076], [0.09101, -0.77079, 0.34870], [-0.28562, -2.77134, -2.55473], [-1.11129, -3.68884, -3.14002], [-4.01824, -3.44131, -2.00330], [-4.54721, -2.63969, -3.49795], [-5.55246, -3.85206, -2.72921], [-3.41422, -4.15788, -4.71796], [-2.11799, -5.93696, -3.93756], [-2.33663, -5.24248, -0.50634], [-0.89610, -3.65188, 0.66322], [2.50327, -2.33006, -1.43223], [3.83197, -0.53628, -0.35926], [2.54272, 1.67024, 2.19400], [4.01424, 1.02039, 1.47338], [1.89314, 2.95349, -0.41617], [0.45179, 0.92593, 1.60110], [-0.96536, -0.76496, 0.57902], [0.29028, -2.08187, -3.15541], [-1.19355, -3.74094, -4.21768], [0.00168, 5.34260, 3.18264], [0.17539, 4.23657, 2.67860], [0.96316, 6.07574, 3.75085], [0.70700, 7.38423, 4.33017], [2.30934, 5.53162, 3.78624], [-0.98738, 5.82385, 3.20472], [1.30877, 8.13975, 3.82413], [0.96144, 7.37863, 5.39052], [-0.34417, 7.64070, 4.22183], [2.65583, 5.33997, 2.77309], [2.30518, 4.58718, 4.33304], [2.98038, 6.23104, 4.27670]]}

---

Entry 3:
{"formula": "C17H23Cl5EuNO2P2", "method": "the ωB97M-V functional and the def2-TZVPD basis", "charge": 2, "spin_multiplicity": 7, "homo_ev": [-14.140, -13.937], "species": ["Eu", "P", "C", "C", "N", "C", "C", "C", "C", "C", "P", "H", "H", "H", "H", "H", "H", "H", "H", "O", "H", "H", "O", "H", "C", "H", "H", "H", "C", "H", "H", "H", "C", "H", "H", "H", "C", "H", "H", "H", "Cl", "C", "C", "C", "Cl", "C", "Cl", "C", "Cl", "C", "Cl"], "positions_angstrom": [[-0.77601, 0.77450, 1.02822], [1.72986, 1.91309, -0.03719], [1.66860, 1.37347, -1.80307], [0.76938, 0.19530, -2.13804], [-0.17022, -0.35944, -1.32145], [-0.71633, -1.55886, -1.66821], [-0.43413, -2.14016, -2.88351], [0.47633, -1.55890, -3.74521], [1.06812, -0.38240, -3.34609], [-1.66269, -2.31869, -0.74336], [-2.78469, -1.26746, 0.28159], [1.85531, 0.09435, -3.93247], [-0.93912, -3.07263, -3.16939], [0.75275, -2.01536, -4.68353], [-2.26016, -3.01891, -1.34792], [-1.08420, -2.94155, -0.04070], [1.62936, 2.19363, -2.53095], [2.71009, 1.04515, -1.94831], [-1.72917, 3.70006, -2.18599], [-1.60814, 3.94953, -3.13052], [-2.17151, 3.37478, -3.63137], [-0.85539, 3.43529, 1.14971], [-2.46647, 2.23041, 1.00746], [-3.19357, 2.67724, 0.50658], [-4.01390, -0.72240, -0.94433], [-4.58195, -1.53328, -1.39353], [-4.71979, -0.05682, -0.43315], [-3.53282, -0.14539, -1.73991], [-3.70652, -2.54778, 1.21383], [-4.26068, -2.01500, 1.99984], [-4.43279, -3.09492, 0.59835], [-3.00730, -3.25776, 1.68492], [3.49400, 1.39368, 0.07215], [4.08294, 1.93529, -0.66901], [3.87162, 1.61381, 1.06838], [3.58028, 0.33196, -0.15898], [1.98037, 3.72387, -0.26618], [1.91635, 4.18911, 0.72525], [2.96019, 3.94867, -0.70888], [1.17491, 4.10556, -0.90161], [-0.23127, 1.31535, 3.89754], [0.79274, -0.09076, 3.67141], [0.88783, -0.66285, 2.41729], [1.70313, -1.73632, 2.15745], [1.84466, -2.32867, 0.53022], [2.44334, -2.32575, 3.21888], [3.41102, -3.69178, 2.92391], [2.35259, -1.75243, 4.50543], [3.22654, -2.41209, 5.80334], [1.52897, -0.61439, 4.74577], [1.42755, 0.10862, 6.29536]]}

---

Entry 4:
{"formula": "C17H23Cl5N3Rh", "method": "the ωB97M-V functional and the def2-TZVPD basis", "e_above_lowest_kj_mol": 0.0, "charge": 2, "spin_multiplicity": 5, "homo_ev": [-14.751, -15.224], "species": ["Rh", "Cl", "C", "C", "C", "Cl", "C", "Cl", "C", "Cl", "C", "Cl", "C", "C", "C", "C", "C", "N", "H", "H", "H", "H", "H", "H", "H", "H", "H", "C", "C", "N", "C", "C", "C", "C", "N", "H", "H", "H", "H", "H", "H", "H", "H", "H", "H", "H", "H", "H", "H"], "positions_angstrom": [[-0.05077, 0.66908, 0.29491], [2.97293, -0.62191, -1.65116], [3.01250, -0.58834, 0.02025], [1.86469, -0.14831, 0.71394], [1.96257, -0.18256, 2.06626], [0.55856, 0.35440, 2.93376], [3.12636, -0.62721, 2.79234], [3.10794, -0.63943, 4.45115], [4.26690, -1.05045, 2.06954], [5.64632, -1.57148, 2.90499], [4.22353, -1.03082, 0.69125], [5.54578, -1.52416, -0.22032], [-5.25465, 0.54026, 0.90632], [-4.59806, -0.37218, -0.14268], [-4.87875, -1.85097, 0.15998], [-5.06119, -0.00268, -1.55944], [-3.13404, -0.17775, -0.07363], [-1.98969, -0.09283, -0.03766], [-6.33270, 0.39220, 0.85358], [-5.04506, 1.59153, 0.70967], [-4.92480, 0.28900, 1.91422], [-5.95849, -1.99504, 0.13502], [-4.51753, -2.13691, 1.14725], [-4.42736, -2.50289, -0.58719], [-6.14269, -0.12711, -1.60272], [-4.61096, -0.65637, -2.30601], [-4.82774, 1.03357, -1.80259], [1.94071, 6.01120, -2.32653], [0.50476, 5.55483, -2.14310], [0.30903, 4.75971, -0.91150], [0.27381, 5.52547, 0.34908], [1.54526, 5.40182, 1.17885], [0.19116, 3.44314, -0.91477], [0.28207, 2.70409, -2.21530], [-0.03362, 2.73795, 0.18688], [2.03050, 6.56986, -3.25730], [2.62498, 5.16224, -2.37212], [2.26142, 6.66736, -1.51770], [0.16554, 4.97642, -2.99703], [-0.16590, 6.41019, -2.06721], [-0.61391, 5.23488, 0.91642], [0.11447, 6.56364, 0.06630], [1.79923, 4.36316, 1.39484], [1.41328, 5.92050, 2.12790], [2.39230, 5.85186, 0.66411], [-0.57058, 2.94601, -2.85091], [0.27623, 1.62570, -2.05429], [1.19210, 2.96194, -2.75529], [-0.12551, 3.29804, 1.02390]]}

---

What did the first record say?
{"formula": "C17H23CdF9NOP", "method": "the ωB97M-V functional and the def2-TZVPD basis", "spin_multiplicity": 1, "homo_ev": [-6.144, -6.144], "species": ["C", "C", "C", "C", "C", "C", "C", "C", "N", "Cd", "C", "P", "H", "H", "H", "H", "H", "H", "H", "H", "C", "C", "H", "C", "C", "H", "H", "H", "H", "H", "H", "H", "H", "H", "H", "H", "H", "H", "H", "F", "C", "F", "F", "C", "O", "C", "F", "F", "F", "C", "F", "F", "F"], "positions_angstrom": [[-2.80830, 0.20773, -3.85447], [-2.60111, -1.01573, -3.17253], [-1.92930, -1.11781, -2.01983], [-1.43602, 0.08035, -1.49944], [-1.58794, 1.35915, -2.11458], [-2.27005, 1.36759, -3.25682], [-1.68405, -2.39729, -1.27249], [-0.23700, -2.91374, -1.11753], [0.82643, -1.89158, -0.89669], [-0.06613, -0.11763, -0.02828], [-0.87080, 2.51969, -1.49126], [0.83311, 2.01298, -0.96949], [-2.99942, -1.93478, -3.62931], [-2.38896, 2.33221, -3.77896], [-3.34780, 0.25210, -4.76565], [-1.37313, 2.90077, -0.59047], [-0.76662, 3.36205, -2.22784], [-2.14118, -2.36954, -0.28779], [-2.21115, -3.20762, -1.84194], [-0.19494, -3.58471, -0.25123], [1.51559, 3.25573, 0.10717], [1.78771, 2.00288, -2.48369], [0.09197, -3.45910, -2.00213], [1.37880, -1.40467, -2.17837], [1.90478, -2.45582, -0.06188], [-0.83090, 1.40138, 1.11529], [1.85996, -2.24667, -2.67169], [0.56592, -1.01144, -2.79847], [2.12159, -0.60645, -1.99151], [2.45306, -3.16914, -0.65077], [2.61275, -1.63873, 0.28159], [1.47978, -2.92526, 0.82694], [1.80326, 3.02718, -2.85631], [2.80544, 1.66927, -2.28849], [1.33628, 1.35038, -3.23660], [1.66404, 4.16581, -0.48186], [0.83622, 3.44963, 0.94692], [2.47414, 2.91195, 0.50280], [1.13766, -0.02565, 1.81293], [1.31548, -2.00541, 3.69056], [1.26782, -0.73463, 4.18068], [1.34590, -0.79771, 5.53155], [2.40335, -0.12984, 3.71367], [0.06337, 0.00484, 3.73969], [0.15461, -0.13040, 2.28836], [-1.25187, -0.72826, 4.15148], [-1.36213, -0.78061, 5.49814], [-2.37926, -0.12416, 3.66758], [-1.30869, -2.00525, 3.68591], [0.00589, 1.45987, 4.15249], [0.00284, 1.56823, 5.51574], [1.08386, 2.13574, 3.67603], [-1.08485, 2.13215, 3.68284]]}